No. 1
A cluster of 8 separate species, C47H71ClN3O15S3 in total at a distorted geometry, computed with the ωB97M-V functional and the def2-TZVPD basis.

```
140
Properties=species:S:1:pos:R:3
C 0.470 5.617 -3.408
C 1.688 4.687 -3.216
S 1.589 3.828 -1.606
C 0.200 2.693 -1.914
C -0.056 1.720 -0.753
C 0.362 2.165 0.662
C -0.447 3.332 1.238
C -1.893 3.034 1.672
S -2.133 1.430 2.492
C -1.460 1.040 -0.817
O -1.735 1.030 -2.294
C -2.785 1.714 -2.589
N -3.535 2.479 -3.020
C -1.409 -0.429 -0.310
C -2.521 -1.139 -1.131
C -3.090 -2.423 -0.502
C -3.764 -3.238 -1.624
Cl -1.843 -3.439 0.259
N 0.000 -0.798 -0.599
C 0.721 -1.678 0.336
C 1.397 -2.778 -0.172
C 2.072 -3.527 0.765
C 2.083 -3.209 2.115
N 1.399 -2.170 2.587
C 0.747 -1.450 1.691
C 0.794 0.428 -1.084
S 2.558 0.506 -0.722
H -0.295 5.106 -3.996
H 0.003 5.859 -2.457
H 0.764 6.539 -3.908
H 1.666 3.925 -3.996
H 2.627 5.228 -3.246
H -0.678 3.325 -2.083
H 0.409 2.182 -2.849
H 1.404 2.485 0.659
H 0.326 1.265 1.276
H 0.121 3.725 2.083
H -0.509 4.142 0.514
H -2.177 3.796 2.397
H -2.583 3.181 0.842
H -3.265 0.953 1.938
H -2.294 1.607 -0.421
H -1.723 -0.533 0.722
H -2.104 -1.409 -2.107
H -3.367 -0.475 -1.297
H -3.888 -2.146 0.185
H -4.657 -3.747 -1.267
H -4.031 -2.612 -2.477
H -3.090 -4.006 -2.003
H -0.067 -1.405 -1.429
H 1.393 -3.026 -1.227
H 2.620 -4.402 0.436
H 2.663 -3.831 2.786
H 0.180 -0.600 2.069
H 0.776 0.269 -2.161
H 3.035 -0.690 -1.116
O -5.751 -1.428 1.768
C -6.095 -0.421 1.229
O -5.233 0.608 0.992
C -5.948 1.729 0.422
C -7.205 1.127 -0.186
C -7.482 -0.053 0.747
H -6.170 2.438 1.222
H -5.318 2.219 -0.319
H -8.026 1.837 -0.259
H -6.991 0.757 -1.190
H -8.085 0.236 1.608
H -7.942 -0.889 0.229
O 3.847 0.465 7.921
C 3.854 -0.101 6.870
O 3.122 -1.216 6.624
C 3.424 -1.724 5.311
C 3.983 -0.539 4.542
C 4.676 0.256 5.645
H 4.152 -2.532 5.410
H 2.517 -2.118 4.861
H 4.639 -0.830 3.723
H 3.163 0.050 4.123
H 5.703 -0.074 5.804
H 4.650 1.327 5.463
O -0.983 6.064 -0.287
C -0.581 7.116 0.133
O 0.284 7.888 -0.550
C 0.667 9.027 0.247
C -0.453 9.193 1.263
C -0.906 7.750 1.470
H 1.628 8.812 0.716
H 0.779 9.894 -0.399
H -0.135 9.695 2.174
H -1.267 9.774 0.826
H -0.329 7.245 2.247
H -1.969 7.676 1.684
O -0.321 -1.980 -3.565
C -0.165 -1.401 -4.614
O -0.390 -1.955 -5.809
C -0.007 -1.034 -6.860
C -0.044 0.346 -6.211
C 0.341 0.009 -4.777
H 0.991 -1.306 -7.207
H -0.704 -1.128 -7.688
H 0.607 1.070 -6.694
H -1.061 0.743 -6.236
H 1.423 0.005 -4.623
H -0.143 0.663 -4.056
O 5.156 -7.957 4.581
C 3.972 -7.875 4.450
O 3.082 -8.206 5.416
C 1.737 -8.074 4.914
C 1.856 -7.113 3.740
C 3.246 -7.419 3.204
H 1.377 -9.059 4.610
H 1.095 -7.696 5.705
H 1.061 -7.235 3.007
H 1.828 -6.083 4.103
H 3.243 -8.234 2.479
H 3.729 -6.542 2.780
O -6.527 0.399 -8.874
C -5.779 0.967 -8.140
O -6.152 1.447 -6.925
C -5.067 2.172 -6.324
C -3.810 1.644 -7.002
C -4.321 1.305 -8.400
H -5.218 3.238 -6.504
H -5.065 1.995 -5.251
H -2.985 2.355 -6.989
H -3.476 0.731 -6.502
H -4.275 2.162 -9.072
H -3.803 0.457 -8.837
O 5.695 -4.732 2.948
C 6.376 -4.652 3.932
O 6.009 -3.930 5.016
C 7.070 -3.936 5.993
C 7.897 -5.170 5.669
C 7.737 -5.273 4.155
H 7.641 -3.011 5.889
H 6.637 -3.970 6.990
H 8.930 -5.094 6.003
H 7.455 -6.047 6.143
H 8.483 -4.682 3.621
H 7.750 -6.302 3.809
```

## Properties
E_tot	-130096.2252	eV
E_LUMO	-0.076	hartree
total charge	+1
max |F|	2.965	eV/A
highest occupied orbital energy	-10.8	eV
Kohn-Sham gap	8.75	eV



No. 2
A structure of composition C46H48AsN3OZn at a distorted geometry, computed with the ωB97M-V functional and the def2-TZVPD basis.

```
100
Properties=species:S:1:pos:R:3
Zn -0.168 0.602 -0.185
N 0.068 0.594 5.002
N 1.608 3.403 0.196
C -2.491 0.968 -2.124
C -3.216 1.535 -1.051
C -3.157 0.652 0.051
C -3.932 0.774 1.306
H -4.503 1.710 1.328
H -3.264 0.777 2.172
H -4.633 -0.061 1.464
C -2.330 -0.464 -0.309
C -2.474 -1.821 0.280
H -3.534 -2.141 0.323
H -2.086 -1.844 1.304
H -1.944 -2.588 -0.300
C -1.840 -0.215 -1.661
C -1.271 -1.258 -2.551
H -0.583 -1.913 -2.000
H -0.709 -0.794 -3.377
H -2.063 -1.888 -3.002
C -4.048 2.760 -1.134
H -5.076 2.537 -1.464
H -3.627 3.479 -1.850
H -4.115 3.255 -0.157
C -2.580 1.421 -3.529
H -1.838 0.921 -4.163
H -2.412 2.505 -3.605
H -3.580 1.207 -3.947
C 1.173 0.592 5.702
H 1.083 0.522 6.803
C 2.478 0.644 5.126
H 3.368 0.592 5.767
C 2.600 0.898 3.751
H 3.569 1.133 3.256
C 1.431 0.915 2.992
H 1.422 1.135 1.903
C 0.152 0.615 3.627
C -0.954 0.095 2.933
H -1.602 0.785 2.380
C 0.998 2.681 -0.758
C 1.226 4.721 0.109
H 1.080 5.394 0.953
C 0.923 4.936 -1.203
H 1.013 5.841 -1.760
N 0.682 3.667 -1.740
C 0.240 3.496 -3.078
C -0.598 4.489 -3.619
C -0.781 4.500 -5.006
H -1.398 5.283 -5.449
C -0.209 3.522 -5.827
C -0.399 3.619 -7.317
H -0.375 2.631 -7.794
H 0.388 4.233 -7.785
H -1.358 4.100 -7.557
C 0.536 2.495 -5.242
H 0.949 1.714 -5.877
C 0.771 2.460 -3.857
C 1.570 1.393 -3.202
H 2.530 1.750 -2.808
H 1.780 0.586 -3.910
H 1.015 0.957 -2.353
C -1.342 5.436 -2.741
H -0.702 6.152 -2.216
H -1.940 4.895 -1.995
H -2.013 6.033 -3.362
O 0.772 -1.032 0.465
As 1.105 -2.374 1.521
C 0.508 -2.399 3.424
C 1.401 -2.733 4.456
C 0.950 -2.808 5.790
C -0.394 -2.522 6.105
C -1.233 -2.071 5.099
C -0.775 -1.988 3.793
C 0.338 -3.969 0.691
C 0.639 -4.256 -0.645
C 0.120 -5.409 -1.253
C -0.689 -6.289 -0.521
C -0.997 -5.997 0.808
C -0.499 -4.835 1.416
C 3.050 -2.615 1.532
C 3.914 -1.595 1.105
C 5.297 -1.784 1.159
C 5.844 -2.985 1.628
C 4.976 -4.018 2.027
C 3.592 -3.830 1.976
H 2.458 -2.935 4.243
H 1.647 -3.093 6.587
H -0.753 -2.623 7.136
H -2.210 -1.655 5.340
H -1.408 -1.166 3.054
H 1.277 -3.575 -1.214
H 0.348 -5.615 -2.298
H -1.077 -7.195 -0.993
H -1.636 -6.676 1.378
H -0.766 -4.593 2.444
H 3.492 -0.659 0.722
H 5.969 -0.986 0.825
H 6.920 -3.126 1.680
H 5.389 -4.968 2.374
H 2.929 -4.647 2.281
```

## Properties
E_tot	-164245.7886	eV
E_LUMO (spin up / spin down)	0.143 / 0.143	hartree
energy above the lowest of the compared OMol25 structures with the same formula, charge and spin	137.04	kJ/mol
total charge	-2
max |F|	4.468	eV/A
highest occupied orbital energy (spin up / spin down)	-0.8 / 1.7	eV
Kohn-Sham gap (spin up / spin down)	4.73 / 2.23	eV



No. 3
A cluster of 11 separate species, C24H60Br2F12N5O17S4 in total at a distorted geometry, computed with the ωB97M-V functional and the def2-TZVPD basis.

```
124
Properties=species:S:1:pos:R:3
C -0.458 -1.356 -3.332
C -0.449 -2.666 -2.500
C 0.911 -3.046 -1.830
O 0.839 -4.142 -0.955
C 2.066 -4.559 -0.437
N -1.558 -2.588 -1.353
H -1.736 -3.330 -0.691
H -1.627 -1.690 -0.897
H -2.441 -2.500 -1.837
H 0.465 -1.356 -3.911
H -0.484 -0.452 -2.722
H -1.303 -1.355 -4.020
H -0.846 -3.512 -3.061
H 1.463 -2.231 -1.361
H 1.538 -3.163 -2.714
H 2.000 -5.483 0.136
H 2.564 -3.982 0.342
H 2.794 -4.644 -1.244
C 0.118 0.165 4.468
C -0.277 -1.210 3.937
C -0.518 -2.358 5.013
O -1.178 -3.445 4.412
C -0.332 -4.365 3.791
N -1.490 -0.943 3.005
H -1.865 -1.803 2.633
H -2.213 -0.482 3.540
H -1.257 -0.493 2.132
H -0.712 0.507 5.086
H 0.227 0.961 3.731
H 0.976 0.117 5.138
H 0.487 -1.494 3.213
H -1.178 -2.052 5.825
H 0.444 -2.676 5.414
H -0.792 -5.042 3.072
H 0.365 -4.876 4.456
H 0.323 -3.902 3.053
C -3.025 4.398 3.728
C -2.843 3.159 2.771
C -4.057 2.554 1.995
O -3.604 1.337 1.318
C -4.656 0.717 0.545
N -1.636 3.231 1.765
H -0.766 3.452 2.229
H -1.614 2.420 1.164
H -1.853 3.941 1.080
H -3.221 5.365 3.265
H -2.158 4.597 4.359
H -3.825 4.110 4.410
H -2.418 2.339 3.350
H -4.483 3.257 1.279
H -4.829 2.229 2.692
H -5.595 0.393 0.992
H -4.130 -0.210 0.318
H -4.876 1.336 -0.325
C 3.370 1.002 3.501
C 4.190 1.515 2.294
C 5.072 0.530 1.557
O 5.713 1.214 0.422
C 6.027 0.286 -0.642
N 3.327 2.385 1.290
H 2.641 2.832 1.881
H 3.905 3.093 0.859
H 2.853 1.806 0.611
H 2.775 1.727 4.057
H 4.168 0.675 4.168
H 2.812 0.111 3.216
H 4.705 2.293 2.858
H 4.313 -0.170 1.209
H 5.810 -0.126 2.019
H 6.863 -0.353 -0.360
H 6.364 0.797 -1.544
H 5.257 -0.420 -0.953
C -1.113 4.858 -4.642
C -1.172 3.315 -4.563
C -0.159 2.632 -5.553
O -0.191 1.245 -5.403
C 0.246 0.466 -6.547
N -0.821 2.870 -3.092
H -1.387 3.339 -2.399
H -1.026 1.882 -3.039
H 0.128 3.135 -2.870
H -1.816 5.249 -3.906
H -1.574 5.209 -5.564
H -0.119 5.303 -4.600
H -2.179 2.992 -4.825
H 0.827 3.066 -5.387
H -0.333 2.881 -6.600
H -0.374 0.655 -7.423
H 0.267 -0.595 -6.297
H 1.291 0.704 -6.742
C -4.369 -0.179 -5.019
F -5.260 -1.088 -5.371
F -3.192 -0.562 -5.563
F -4.618 1.010 -5.617
S -4.198 0.009 -3.115
O -5.482 0.474 -2.587
O -3.796 -1.365 -2.768
O -3.191 1.021 -2.981
C 5.235 -2.771 3.356
F 5.373 -1.646 4.020
F 5.818 -2.626 2.145
F 5.806 -3.740 4.088
S 3.248 -3.233 3.198
O 2.647 -2.197 2.407
O 3.233 -4.468 2.536
O 2.679 -3.323 4.550
C 3.327 2.121 -3.397
F 3.229 2.291 -4.734
F 2.338 1.316 -2.946
F 4.495 1.446 -3.126
S 3.145 3.984 -2.543
O 3.008 3.834 -1.101
O 4.397 4.674 -2.927
O 1.950 4.492 -3.240
C -4.383 -5.051 2.537
F -3.561 -4.931 3.525
F -4.395 -6.295 2.160
F -5.621 -4.751 2.895
S -3.895 -3.932 0.951
O -2.723 -4.619 0.330
O -5.041 -3.830 0.071
O -3.459 -2.573 1.368
Br 1.249 4.235 3.313
Br 0.073 0.692 0.124
```

## Properties
E_tot	-284156.6397	eV
E_LUMO	0.046	hartree
total charge	-1
max |F|	3.513	eV/A
highest occupied orbital energy	-7.0	eV
Kohn-Sham gap	8.23	eV